[1]
{
  "formula": "C22H14F6NO5S3",
  "method": "wB97M-V/def2-TZVPD",
  "elements": ["F", "C", "F", "F", "C", "C", "C", "C", "C", "S", "C", "C", "C", "C", "C", "C", "O", "O", "C", "C", "H", "H", "H", "H", "H", "H", "H", "H", "H", "H", "F", "C", "F", "F", "S", "N", "C", "O", "C", "C", "C", "C", "C", "C", "S", "O", "O", "H", "H", "H", "H"],
  "coordinates": [[4.985, 6.526, 1.117], [5.719, 5.420, 0.770], [6.197, 5.645, -0.492], [6.806, 5.382, 1.610], [4.920, 4.147, 0.866], [5.036, 3.188, -0.134], [4.214, 2.064, -0.091], [3.334, 1.860, 0.974], [2.684, 0.520, 1.117], [5.047, -0.402, 3.643], [6.126, -1.699, 2.910], [5.621, -2.595, 1.976], [6.433, -3.647, 1.546], [7.750, -3.737, 2.007], [8.268, -2.754, 2.857], [7.448, -1.718, 3.304], [5.487, 0.880, 3.077], [5.123, -0.567, 5.097], [3.251, 2.828, 1.985], [4.075, 3.951, 1.955], [5.750, 3.305, -0.949], [4.253, 1.368, -0.926], [3.485, -0.245, 1.233], [4.611, -2.470, 1.597], [6.018, -4.383, 0.861], [8.373, -4.574, 1.687], [9.308, -2.796, 3.172], [7.835, -0.931, 3.944], [2.509, 2.724, 2.777], [4.051, 4.671, 2.772], [-2.615, -1.769, -1.842], [-1.566, -1.148, -2.449], [-0.915, -2.045, -3.215], [-2.061, -0.179, -3.268], [-0.546, -0.334, -1.081], [0.604, -1.680, -1.171], [0.312, -2.585, -0.116], [-0.121, -3.716, -0.270], [0.681, -1.889, 1.151], [0.909, -0.534, 0.989], [1.543, 0.252, 2.082], [1.987, -0.586, 3.266], [1.743, -1.936, 3.295], [0.979, -2.589, 2.318], [2.022, -0.250, -0.568], [3.066, -1.200, -0.894], [1.803, 0.909, -1.420], [1.034, 1.215, 2.281], [2.466, -0.110, 4.128], [2.141, -2.529, 4.110], [0.659, -3.629, 2.425]],
  "nbo_charge": [-0.335, 0.981, -0.332, -0.333, -0.168, -0.163, -0.202, 0.091, -0.415, 1.609, -0.165, -0.247, -0.213, -0.224, -0.214, -0.237, -0.998, -1.000, -0.198, -0.171, 0.228, 0.238, 0.271, 0.223, 0.213, 0.205, 0.205, 0.227, 0.203, 0.224, -0.344, 0.854, -0.307, -0.344, 0.346, -0.790, 0.648, -0.537, -0.231, -0.076, -0.430, -0.014, -0.308, -0.041, 2.125, -0.941, -0.915, 0.269, 0.256, 0.236, 0.239],
  "de_lowest_kj_mol": 265.0,
  "spin_multiplicity": 1,
  "orbital_gap_ev": 4.59,
  "homo_ha": -0.170,
  "charge": -1
}

***

[2]
{
  "formula": "C21H14ClF3N",
  "method": "wB97M-V/def2-TZVPD",
  "elements": ["F", "C", "C", "C", "F", "C", "C", "C", "C", "C", "C", "C", "C", "F", "C", "C", "H", "H", "H", "H", "H", "H", "H", "H", "Cl", "C", "C", "C", "C", "N", "C", "C", "C", "C", "H", "H", "H", "H", "H", "H"],
  "coordinates": [[2.355, 2.715, 2.992], [2.251, 1.341, 2.959], [3.426, 0.595, 2.974], [3.275, -0.794, 2.938], [4.409, -1.573, 2.949], [2.044, -1.415, 2.902], [0.840, -0.640, 2.900], [-0.374, -1.366, 2.855], [-1.723, -0.927, 2.901], [-2.729, -1.943, 2.889], [-4.076, -1.641, 2.920], [-4.507, -0.306, 2.957], [-3.533, 0.684, 2.956], [-3.941, 1.998, 2.985], [-2.171, 0.426, 2.936], [0.984, 0.779, 2.924], [4.402, 1.063, 3.011], [1.960, -2.500, 2.873], [-0.242, -2.450, 2.918], [-2.388, -2.978, 2.856], [-4.809, -2.447, 2.919], [-5.561, -0.048, 2.987], [-1.479, 1.256, 2.945], [0.124, 1.434, 2.914], [-5.295, -2.224, -1.846], [-3.591, -2.128, -2.007], [-2.864, -1.317, -1.117], [-1.473, -1.255, -1.244], [-0.828, -2.007, -2.276], [0.534, -1.758, -2.168], [0.775, -0.892, -1.117], [-0.439, -0.580, -0.516], [-1.547, -2.805, -3.160], [-2.947, -2.863, -3.024], [-3.355, -0.749, -0.332], [1.242, -2.153, -2.775], [1.774, -0.552, -0.863], [-0.629, 0.112, 0.294], [-1.029, -3.369, -3.936], [-3.550, -3.470, -3.695]],
  "nbo_charge": [-0.300, 0.409, -0.219, 0.390, -0.298, -0.160, -0.152, 0.176, -0.165, -0.070, -0.210, -0.134, 0.382, -0.303, -0.168, -0.186, 0.280, 0.249, 0.232, 0.234, 0.255, 0.266, 0.230, 0.233, 0.022, -0.054, -0.250, -0.017, 0.104, -0.517, -0.011, -0.343, -0.211, -0.226, 0.213, 0.425, 0.221, 0.204, 0.229, 0.239],
  "spin_multiplicity": 1,
  "orbital_gap_ev": 4.11,
  "homo_ha": -0.393,
  "charge": 1
}

***

[3]
{
  "formula": "C8H15NOPPt",
  "method": "wB97M-V/def2-TZVPD",
  "elements": ["C", "C", "C", "C", "C", "Pt", "P", "H", "H", "H", "H", "H", "H", "H", "H", "C", "N", "C", "C", "O", "H", "H", "H", "H", "H", "H", "H"],
  "coordinates": [[0.295, 0.610, -1.902], [0.070, -0.085, -3.073], [-0.253, -1.461, -3.117], [-0.355, -2.315, -1.993], [-0.181, -1.888, -0.692], [0.000, 0.000, 0.000], [0.138, 2.292, 0.749], [0.638, 1.647, -2.052], [0.199, 0.430, -4.034], [-0.373, -1.918, -4.107], [-0.190, -2.700, 0.054], [-0.527, -3.381, -2.188], [-0.946, 2.833, 1.485], [0.276, 3.282, -0.255], [1.210, 2.655, 1.602], [0.714, -1.114, 4.315], [-0.405, -0.212, 4.069], [-1.030, 0.495, 5.172], [-0.767, 0.074, 2.785], [-0.280, -0.570, 1.864], [0.963, -1.192, 5.394], [1.621, -0.704, 3.810], [0.507, -2.124, 3.911], [-0.929, 1.592, 5.031], [-2.105, 0.225, 5.223], [-0.564, 0.232, 6.146], [-1.422, 0.913, 2.587]],
  "mulliken_spin": [0.531, 0.269, 0.302, 0.246, 0.606, 1.053, 0.048, 0.040, 0.011, 0.019, 0.057, 0.007, 0.007, 0.021, 0.010, -0.015, 0.213, 0.019, 0.364, 0.127, 0.001, 0.014, 0.011, 0.004, 0.001, 0.003, 0.032],
  "spin_multiplicity": 5,
  "orbital_gap_ev": [4.30, 5.01],
  "homo_ha": [-0.268, -0.446],
  "charge": 1
}

***

[4]
{
  "formula": "C4H11NS",
  "method": "wB97M-V/def2-TZVPD",
  "elements": ["C", "C", "S", "H", "H", "H", "H", "H", "C", "C", "N", "H", "H", "H", "H", "H", "H"],
  "coordinates": [[0.055, 1.631, -3.349], [-0.471, 1.928, -1.961], [-1.270, 0.511, -1.157], [1.037, 1.170, -3.300], [-0.601, 0.936, -3.878], [0.122, 2.502, -4.001], [0.336, 2.249, -1.312], [-1.203, 2.740, -1.990], [0.072, -1.872, 2.458], [0.403, -2.636, 3.481], [0.097, -0.450, 2.487], [-0.249, -2.333, 1.530], [0.394, -3.715, 3.409], [0.709, -2.249, 4.442], [1.047, -0.111, 2.555], [-0.152, -0.220, -1.056], [-0.325, -0.080, 1.643]],
  "nbo_charge": [-0.625, -0.515, -0.045, 0.207, 0.217, 0.216, 0.213, 0.223, -0.010, -0.466, -0.838, 0.174, 0.200, 0.195, 0.371, 0.113, 0.372],
  "de_lowest_kj_mol": 94.0,
  "smiles": "C=CN.CCS",
  "spin_multiplicity": 1,
  "orbital_gap_ev": 9.49,
  "homo_ha": -0.318,
  "charge": 0
}

***

[5]
{
  "formula": "C3H4FN3O2S",
  "method": "wB97M-V/def2-TZVPD",
  "elements": ["C", "C", "C", "N", "N", "N", "O", "O", "F", "S", "H", "H", "H", "H"],
  "coordinates": [[1.923, -1.454, -0.102], [0.059, -0.647, -0.693], [0.832, 0.469, 1.289], [1.551, -2.027, -1.225], [0.394, -1.517, -1.624], [0.963, -0.517, 0.277], [-2.028, 2.422, -1.304], [-3.646, 0.420, -1.413], [-2.498, 1.135, 0.787], [-2.485, 1.112, -0.979], [2.877, -1.551, 0.355], [1.093, 0.163, 2.362], [1.325, 1.387, 0.987], [-0.361, 0.606, 1.283]],
  "nbo_charge": [0.127, 0.425, -0.424, -0.238, -0.354, -0.439, -0.792, -0.776, -0.518, 2.087, 0.211, 0.230, 0.218, 0.242],
  "de_lowest_kj_mol": 1.6,
  "spin_multiplicity": 1,
  "orbital_gap_ev": [7.95, 6.93],
  "homo_ha": [-0.372, -0.380],
  "charge": 0
}

***

[6]
{
  "formula": "BrH4N2OP",
  "method": "wB97M-V/def2-TZVPD",
  "elements": ["N", "N", "O", "P", "Br", "H", "H", "H", "H"],
  "coordinates": [[-0.591, -1.436, -1.619], [-1.380, -0.819, 0.962], [0.961, 0.018, 0.112], [-0.210, -0.766, -0.302], [2.561, 3.245, 0.537], [0.202, -1.124, -2.065], [-1.146, -0.161, 1.753], [-2.314, -0.991, 0.634], [1.918, 2.034, -0.012]],
  "nbo_charge": [-1.168, -1.180, -1.057, 2.188, -0.249, 0.363, 0.439, 0.421, 0.242],
  "de_lowest_kj_mol": 105.8,
  "spin_multiplicity": 1,
  "orbital_gap_ev": 10.51,
  "homo_ha": -0.388,
  "charge": 0
}

***

[7]
{
  "formula": "C5H12NO",
  "method": "wB97M-V/def2-TZVPD",
  "elements": ["C", "C", "C", "C", "C", "O", "N", "H", "H", "H", "H", "H", "H", "H", "H", "H", "H", "H", "H"],
  "coordinates": [[0.634, -2.116, 0.996], [0.813, -0.707, 0.697], [-0.468, -0.059, 0.113], [-0.226, 1.434, -0.204], [-1.417, 2.113, -0.925], [-2.220, 1.324, -1.671], [1.924, 0.042, 0.967], [-0.289, -2.732, 0.689], [1.382, -2.890, 1.167], [0.384, -1.180, 1.764], [0.699, -2.147, -2.186], [-0.817, -0.553, -0.771], [-1.284, -0.202, 0.846], [0.724, 1.380, -0.745], [0.008, 2.085, 0.696], [-2.016, 2.680, -0.087], [-0.981, 3.041, -1.533], [1.264, -2.008, -1.727], [1.888, 0.495, 1.914]],
  "nbo_charge": [-0.502, 0.240, -0.486, -0.423, 0.007, -0.957, -0.951, 0.217, 0.228, 0.336, 0.005, 0.254, 0.205, 0.196, 0.174, 0.040, 0.055, -0.004, 0.366],
  "de_lowest_kj_mol": 567.7,
  "spin_multiplicity": 1,
  "orbital_gap_ev": 5.63,
  "homo_ha": -0.080,
  "charge": -1
}

***

[8]
{
  "formula": "C4H5NO",
  "method": "wB97M-V/def2-TZVPD",
  "elements": ["O", "C", "C", "C", "C", "N", "H", "H", "H", "H", "H"],
  "coordinates": [[0.785, -1.936, -1.121], [0.341, -1.053, -0.403], [0.323, 0.363, -0.893], [-0.257, 1.296, 0.123], [-0.592, 0.546, 1.185], [-0.184, -1.096, 0.847], [-0.272, 0.346, -1.804], [1.361, 0.606, -1.113], [-0.293, 2.366, -0.190], [-1.030, 0.628, 2.175], [-0.183, -2.089, 1.215]],
  "nbo_charge": [-0.631, 0.655, -0.539, -0.240, 0.031, -0.681, 0.246, 0.246, 0.255, 0.225, 0.432],
  "de_lowest_kj_mol": 161.5,
  "smiles": "O=C1CC=CN1",
  "spin_multiplicity": 1,
  "orbital_gap_ev": 10.23,
  "homo_ha": -0.342,
  "charge": 0
}

***

Quick rundown of molecular weight, same order as above: 582.5, 372.8, 367.3, 105.2, 165.1, 158.9, 102.2, 83.1 g/mol
Quick rundown of max |F|, same order as above: 4.0, 1.8, 5.1, 0.7, 3.8, 4.1, 3.8, 2.9 eV/Å